{"formula": "C3H5O2S", "method": "wB97M-V/def2-TZVPD", "smiles": "O=C([O-])CCS", "de_lowest_ev": 0.032, "mol_weight_g_mol": 105.1, "total_charge": -1, "orbital_gap_ha": 0.2687, "elements": ["O", "C", "O", "C", "C", "S", "H", "H", "H", "H", "H"], "positions_angstrom": [[-0.03246, 2.63508, -0.79416], [0.58754, 1.65371, -0.30516], [1.81024, 1.46287, -0.19669], [-0.30375, 0.45265, 0.13114], [0.33549, -0.89933, -0.04718], [-0.52701, -2.25877, 0.84065], [-0.60264, 0.54541, 1.16470], [-1.23897, 0.45919, -0.44164], [0.39350, -1.17273, -1.09053], [1.34429, -0.90917, 0.33014], [-1.76623, -1.96890, 0.40872]], "atomic_forces_ev_per_a": [[0.329, -0.416, 0.539], [-0.662, 0.102, -0.925], [0.486, 0.132, 0.241], [-0.608, -0.157, -0.268], [-0.091, -0.301, 0.052], [-0.026, 0.143, -0.112], [0.030, 0.290, 0.513], [0.079, 0.215, 0.009], [0.011, -0.067, -0.326], [0.370, 0.089, 0.257], [0.082, -0.031, 0.021]]}

{"formula": "C21H37CaCl2N2O4", "method": "wB97M-V/def2-TZVPD", "de_lowest_ev": 0.000, "mol_weight_g_mol": 492.5, "total_charge": -1, "orbital_gap_ha": 0.1200, "elements": ["O", "C", "C", "C", "H", "C", "H", "C", "H", "C", "H", "C", "H", "H", "C", "C", "H", "H", "H", "C", "C", "H", "H", "H", "H", "Ca", "Cl", "Cl", "C", "O", "N", "C", "C", "H", "H", "H", "H", "H", "H", "H", "H", "H", "C", "C", "N", "H", "C", "O", "H", "H", "H", "H", "C", "C", "O", "C", "C", "H", "H", "H", "H", "H", "H", "H", "H", "H", "H"], "positions_angstrom": [[3.29446, 1.10930, -3.97027], [3.10765, 1.31678, -5.15479], [3.22844, 2.64694, -5.85275], [3.54734, 3.78180, -5.09907], [3.71772, 3.68000, -4.03035], [3.63104, 5.02995, -5.71120], [3.85516, 5.91281, -5.11423], [3.41780, 5.15282, -7.09021], [3.47291, 6.13105, -7.56875], [3.13979, 4.01253, -7.85669], [2.98046, 4.10530, -8.93272], [3.05867, 2.76559, -7.23751], [2.85350, 1.86991, -7.82014], [2.80564, 0.49146, -5.83629], [-2.26588, 0.82477, -2.27774], [-2.33340, -0.15185, -1.22014], [-3.21854, 1.02442, -2.78598], [-1.50596, 0.48995, -3.00496], [-1.86749, 1.77383, -1.86621], [-3.06144, -0.95112, -0.49876], [-4.56359, -1.16257, -0.65851], [-2.62498, -1.54758, 0.32094], [-4.94681, -0.55047, -1.48394], [-5.10960, -0.90167, 0.25634], [-4.76756, -2.21492, -0.87529], [0.46480, 0.25955, -0.20454], [-0.23318, 2.72790, 0.19920], [1.30467, -0.16069, -2.58939], [-1.59291, 0.59527, 2.44761], [-0.69597, -0.14483, 1.99009], [-2.33236, 0.30757, 3.52858], [-2.02637, -0.83935, 4.37760], [-3.47234, 1.12364, 3.92006], [-1.82343, 1.56034, 1.96376], [-1.21123, -1.40720, 3.92678], [-2.92022, -1.46762, 4.48224], [-1.74468, -0.49742, 5.38273], [-3.63838, 1.89988, 3.16636], [-3.29912, 1.60010, 4.89440], [-4.37390, 0.50232, 4.00671], [0.59114, -5.57377, 0.76136], [2.92460, -5.35908, -0.30859], [0.20321, -4.95488, -0.05742], [2.46300, -4.73762, -1.08638], [1.26360, -4.09320, -0.57327], [-0.61852, -4.32871, 0.29467], [1.14152, -2.76457, -0.55594], [0.23744, -2.15020, 0.05185], [3.17686, -3.97036, -1.40488], [1.90894, -2.21068, -1.13225], [-0.14230, -5.62852, -0.85125], [2.22489, -5.38113, -1.94195], [2.58867, 2.07312, 2.63508], [2.96740, 1.26629, 1.40743], [2.25470, 0.00386, 1.29679], [2.36965, -0.88077, 2.44634], [3.77861, -1.39561, 2.63725], [1.50268, 2.22909, 2.69060], [3.06336, 3.05715, 2.55814], [2.93841, 1.58846, 3.55328], [2.69662, 1.82852, 0.50266], [4.03961, 1.02864, 1.38725], [2.01750, -0.34007, 3.34014], [1.66584, -1.69570, 2.24115], [4.46344, -0.58107, 2.90344], [3.77152, -2.11955, 3.45702], [4.14998, -1.89970, 1.73482]], "atomic_forces_ev_per_a": [[0.543, 0.859, -2.005], [0.062, -0.263, 0.834], [0.251, 0.241, 0.330], [-0.091, 0.192, -0.188], [-0.124, -0.080, -0.156], [-0.038, -0.119, -0.250], [-0.040, -0.186, -0.134], [-0.027, -0.393, 0.063], [-0.019, -0.244, 0.122], [0.096, 0.218, 0.224], [0.065, -0.053, 0.315], [-0.076, -0.001, 0.329], [-0.050, 0.127, 0.046], [0.045, 0.008, 0.156], [-0.374, 0.385, -0.528], [3.926, -0.066, 1.804], [-0.383, 0.413, -0.637], [-0.377, 0.210, 0.015], [-0.306, -0.310, -0.277], [-1.487, -0.018, -0.133], [-0.029, -0.124, -0.013], [-0.056, -0.088, 0.044], [-0.029, -0.098, 0.112], [-0.132, 0.000, 0.031], [-0.272, -0.142, -0.049], [-2.260, -0.486, -0.380], [0.254, 0.574, 0.300], [0.069, -0.388, -0.026], [1.158, -0.770, -1.353], [-0.985, 1.091, 1.166], [-0.173, -0.238, 0.665], [-0.273, 0.215, -0.197], [0.259, 0.005, -0.076], [-0.029, -0.306, -0.012], [-0.160, 0.089, 0.035], [0.200, -0.006, -0.100], [0.044, -0.023, -0.147], [0.012, -0.184, 0.151], [0.009, -0.038, -0.122], [0.167, 0.102, -0.134], [-0.104, 0.113, -0.017], [-0.045, 0.117, -0.069], [0.327, 0.094, -0.028], [-0.271, 0.195, -0.116], [-0.019, -0.935, -0.021], [0.138, -0.086, -0.080], [-0.960, 1.595, 0.852], [1.517, -1.080, -0.840], [-0.157, -0.180, 0.045], [-0.156, -0.244, 0.183], [-0.008, 0.151, 0.084], [0.044, 0.081, 0.079], [-0.055, 0.006, 0.062], [-0.187, -0.495, -0.074], [0.524, -0.032, 0.854], [-0.423, 0.584, -0.567], [0.129, 0.003, -0.001], [0.261, -0.088, -0.139], [-0.053, -0.126, 0.058], [-0.025, 0.161, -0.059], [0.144, -0.192, 0.190], [-0.115, 0.278, -0.062], [0.055, -0.269, -0.267], [0.115, 0.251, 0.010], [-0.040, -0.228, -0.052], [0.091, 0.045, -0.029], [-0.101, 0.172, 0.179]]}